Below is 2 unconnected molecules or ions with the total composition HIO2 at a distorted geometry, with properties calculated with ωB97M-V/def2-TZVPD.

The value obtained for the energy is -448.596273 Eh.

Last column: Mulliken charge in e.
Positions of all 4 atoms, in Å:
O (-1.20, -0.44, -0.48)  -0.197
O (-0.23, -0.48, 0.49)  -0.198
I (3.05, 0.52, 0.18)  0.013
H (-1.62, 0.40, -0.19)  0.382



Below is a molecular structure, HIS2 at a distorted geometry, with properties calculated with ωB97M-V/def2-TZVPD.

The value obtained for the energy is -1094.615576 Eh.

Last column: Mulliken charge in e.
Positions of all 4 atoms, in Å:
S (0.04, -0.52, -1.61)  -0.193
S (1.04, -0.39, 0.83)  -0.153
I (0.03, 1.56, 1.69)  0.161
H (-1.11, -0.65, -0.91)  0.185



Below is 2 unconnected molecules or ions with the total composition HN2O2S at a distorted geometry, with properties calculated with ωB97M-V/def2-TZVPD.

The value obtained for the energy is -658.306504 Eh. The net charge is +1.

Last column: Mulliken charge in e.
Positions of all 6 atoms, in Å:
N (1.42, 0.89, -0.25)  0.855
N (2.26, 0.21, -0.51)  -0.150
O (-1.08, -1.19, 0.20)  -0.235
O (0.44, 1.49, 0.01)  -0.549
S (-1.62, 0.14, -0.40)  0.691
H (-1.42, -1.54, 0.94)  0.388



Below is 2 unconnected molecules or ions with the total composition HN2O3 at a distorted geometry, with properties calculated with ωB97M-V/def2-TZVPD.

The value obtained for the energy is -335.273751 Eh. The net charge is +1.

Last column: Mulliken charge in e.
Positions of all 6 atoms, in Å:
N (1.72, 0.03, 0.16)  0.086
N (-1.47, 0.30, 0.09)  1.295
O (-1.51, 1.40, 0.04)  -0.193
O (0.64, -0.44, 0.01)  -0.268
O (-1.77, -0.78, 0.09)  -0.202
H (2.40, -0.51, -0.39)  0.281